# 1
Entry from OMol25: C5H12N2O2 in the gas phase (ωB97M-V with the def2-TZVPD basis set).

Geometry as XYZ:
```
21
Properties=species:S:1:pos:R:3:forces:R:3:mulliken_charge:R:1
O 0.619 -1.628 -1.414 -0.06 0.13 0.19 -0.725
O 1.413 -0.637 0.678 -0.26 0.03 -0.18 -0.409
N -1.627 -0.758 -0.196 0.12 0.12 0.01 -0.713
N 0.368 1.999 1.021 -0.03 -0.30 -0.06 -0.273
C 0.785 -0.548 -0.823 -0.17 -0.01 0.32 0.008
C -0.181 0.808 0.880 0.27 0.17 -0.06 -0.313
C -0.612 0.256 -0.408 0.09 -0.19 -0.19 1.199
C -0.936 1.263 -1.508 0.04 -0.03 0.13 -1.788
C 1.203 -1.884 1.316 -0.01 0.13 -0.14 -0.709
H 0.646 2.532 0.211 -0.05 -0.06 0.00 0.212
H -1.846 1.829 -1.287 0.02 -0.02 -0.01 0.384
H -0.467 0.287 1.782 0.03 -0.04 0.01 0.320
H 0.259 -1.904 1.880 0.03 0.02 -0.02 0.264
H -0.125 1.976 -1.687 -0.01 -0.04 0.02 0.484
H 1.165 -2.684 0.573 0.00 0.05 0.01 0.293
H 2.033 -2.065 2.004 -0.05 0.01 -0.04 0.254
H 0.776 2.270 1.902 -0.07 -0.04 -0.04 0.265
H -1.083 0.713 -2.438 0.01 -0.01 0.03 0.400
H -2.535 -0.459 -0.528 0.05 0.00 -0.01 0.246
H 1.477 0.216 -1.232 -0.01 0.03 0.04 0.304
H -1.333 -1.582 -0.726 0.06 0.02 -0.02 0.297
```
Forces are in eV/Å.

**Total charge**: 0

---

# 2
Entry from OMol25: a molecular structure, C4H5CaO3 in a non-equilibrium geometry (ωB97M-V with the def2-TZVPD basis set).

Geometry as XYZ:
```
13
Properties=species:S:1:pos:R:3:forces:R:3:mulliken_charge:R:1
Ca 1.576 1.086 -1.666 -0.07 0.31 -1.39 1.504
O 0.126 0.106 1.943 -0.57 -0.86 -1.42 -0.237
O -0.782 -0.024 -0.154 3.73 -0.31 3.66 -0.169
O 1.106 1.363 0.390 0.15 -1.21 -0.18 -0.797
C -0.796 -0.808 -2.369 -0.34 -0.21 0.69 -0.537
C -0.575 0.196 -1.513 1.36 1.25 -1.44 -0.573
C 0.563 0.998 2.978 0.74 0.37 0.48 -0.620
C 0.326 0.444 0.702 -4.78 1.01 -0.05 1.012
H 0.045 1.960 2.899 0.01 -0.30 -0.09 0.318
H -1.056 -1.805 -1.998 -0.30 0.18 -0.39 0.247
H -0.816 -0.578 -3.436 0.24 -0.32 0.27 0.318
H 1.644 1.157 2.892 -0.26 -0.05 0.17 0.305
H 0.311 0.499 3.917 0.08 0.12 -0.30 0.227
```
Forces are in eV/Å.

**Total charge**: +1

---

# 3
Entry from OMol25: a molecular structure, C27H29ClN3Sc in a non-equilibrium geometry (ωB97M-V with the def2-TZVPD basis set).

Geometry as XYZ:
```
61
Properties=species:S:1:pos:R:3:forces:R:3:mulliken_charge:R:1
Sc -11.068 -10.286 -6.928 0.35 -0.45 -0.52 -0.105
Cl -10.168 -10.126 -9.058 -0.15 0.00 0.14 -0.354
N -9.352 -11.744 -6.289 -1.05 0.58 -0.54 0.678
N -13.207 -10.730 -7.681 0.31 -0.86 1.31 0.743
N -11.868 -12.154 -5.952 -0.92 -0.36 0.31 0.144
C -12.954 -14.000 -4.215 -0.69 1.18 -0.25 -0.987
C -13.614 -8.684 -4.768 -1.19 0.33 1.17 -2.083
C -7.098 -12.423 -6.394 2.28 -1.55 0.83 -0.899
C -11.081 -12.853 -5.123 -0.96 -0.27 -0.36 0.201
C -14.819 -10.615 -9.414 -0.25 -0.45 0.40 -1.161
C -13.789 -13.286 -5.091 -0.01 -1.34 0.37 -0.788
C -12.233 -8.582 -5.330 1.16 -0.36 0.68 1.135
C -10.632 -7.615 -6.921 0.56 -0.27 0.17 0.799
C -8.663 -9.340 -4.093 -0.23 0.69 0.49 -1.896
C -8.133 -7.717 -6.466 -0.57 0.00 -1.09 -2.459
C -8.121 -11.662 -6.777 -1.36 1.88 -1.19 -0.206
C -9.532 -8.172 -6.181 -1.29 0.53 0.81 0.996
C -13.130 -6.995 -7.067 0.20 0.03 -1.07 -2.030
C -13.646 -10.258 -8.821 1.13 0.94 -0.90 -0.070
C -11.985 -7.777 -6.447 0.65 0.18 -0.31 1.375
C -7.346 -13.384 -5.419 -0.70 -0.45 -0.09 -0.654
C -8.669 -13.526 -4.930 0.89 -0.87 0.37 -0.858
C -13.934 -11.691 -7.045 0.93 -0.17 0.06 0.419
C -15.550 -11.557 -8.742 -1.16 -0.03 -0.27 -0.460
C -13.204 -12.418 -5.969 0.52 1.35 -0.30 0.969
C -11.417 -10.122 -3.469 0.29 -0.27 0.61 -2.382
C -9.670 -12.702 -5.413 1.85 0.25 0.22 1.304
C -11.120 -9.239 -4.650 -1.99 0.84 -0.07 1.091
C -11.601 -13.762 -4.216 0.17 -0.14 -0.05 -0.918
C -15.125 -12.137 -7.541 -0.52 -0.10 -0.63 -1.273
C -10.421 -6.761 -8.165 -0.38 0.84 0.12 -1.982
C -9.808 -8.922 -4.994 0.60 -0.16 -0.59 1.073
H -8.904 -14.335 -4.216 0.25 0.56 -0.52 0.346
H -10.749 -10.983 -3.482 0.29 0.25 0.40 0.408
H -14.250 -9.425 -5.260 0.07 0.06 -0.18 0.264
H -13.275 -6.039 -6.533 0.14 -0.37 -0.15 0.365
H -15.660 -12.983 -7.102 0.13 0.47 -0.12 0.369
H -8.063 -7.574 -7.531 0.24 0.14 -0.42 0.526
H -6.114 -12.272 -6.873 -0.65 -0.32 0.46 0.451
H -14.193 -7.736 -4.725 0.64 -0.37 -0.68 0.500
H -7.344 -8.404 -6.229 0.22 -0.33 0.55 0.506
H -14.077 -7.552 -6.999 0.38 0.22 -0.12 0.504
H -15.131 -10.245 -10.372 0.01 0.20 -0.14 0.497
H -10.847 -5.758 -7.946 0.24 -0.47 -0.12 0.450
H -7.972 -6.735 -6.025 0.15 -0.02 0.27 0.393
H -12.935 -9.647 -9.344 0.09 0.60 -0.15 0.451
H -12.924 -6.742 -8.147 -0.36 -0.32 1.23 0.425
H -9.410 -6.559 -8.572 -0.54 -0.61 0.66 0.422
H -7.971 -10.950 -7.577 -0.14 0.25 0.06 0.436
H -7.963 -8.500 -4.022 -0.05 -0.22 -0.04 0.581
H -6.562 -14.096 -5.158 -0.29 0.28 0.29 0.459
H -8.992 -9.546 -3.068 -0.07 0.06 -0.34 0.401
H -16.475 -11.789 -9.242 -0.32 -0.69 0.37 0.429
H -10.955 -14.295 -3.545 0.15 -0.13 0.13 0.506
H -8.108 -10.203 -4.425 0.16 -0.29 -0.33 0.187
H -13.645 -8.934 -3.699 0.44 -0.25 -0.33 0.449
H -13.412 -14.645 -3.500 -0.06 -0.57 0.30 0.496
H -11.358 -9.596 -2.501 0.42 -0.06 -0.36 0.474
H -11.035 -7.165 -8.973 0.18 0.01 -0.05 0.381
H -14.852 -13.539 -5.128 0.38 0.35 0.04 0.449
H -12.397 -10.567 -3.429 -0.51 0.05 -0.54 0.511
```
Forces are in eV/Å.

**Total charge**: +2

---

Values for HOMO-LUMO gap, eV, ordered as above
8.5; 6.9; 8.3
Values for HOMO level, eV, ordered as above
-8.12; -11.96; -15.19
Values for energy above the lowest of the compared OMol25 structures with the same formula, charge and spin, eV, ordered as above
3.403; 0.000; 0.589